# 1
The following is a DFT calculation (ωB97M-V with the def2-TZVPD basis set) of C10H15AgF3NO2 as an isolated structure at a distorted geometry.

Each line ends with the natural charge from an NBO analysis.
Element x y z (Å)
C 2.5335 -2.2108 1.9657  -0.363
C 2.0627 -0.9440 1.5357  -0.283
C 1.4540 -0.8156 0.0708  -0.265
N 0.4346 0.2516 -0.1042  -0.422
C 1.0272 1.6064 -0.2140  -0.236
C 1.6564 1.7075 -1.7179  -0.583
C -0.6679 0.1748 0.8908  -0.081
C -2.0761 0.3600 0.1008  -0.391
C -2.4215 -1.0798 -0.5079  -0.495
C -3.5736 -1.0644 -1.5929  0.992
F -3.8565 -2.4125 -1.9502  -0.337
F -3.1098 -0.4462 -2.7674  -0.338
F -4.7680 -0.4736 -1.1693  -0.316
C -0.5328 1.1736 2.1255  0.675
O 0.0395 0.9533 3.1988  -0.323
O -1.1467 2.4533 1.9870  -0.550
H 2.4634 -3.1376 1.2955  0.205
H 3.0565 -2.3455 2.9744  0.232
H 2.2022 -0.0966 2.2776  0.241
H 2.3274 -0.7260 -0.6600  0.203
H 0.9368 -1.8137 -0.1658  0.234
H 0.2791 2.4573 -0.1401  0.280
H 1.9216 1.7223 0.4963  0.203
H 1.2590 0.8542 -2.3756  0.268
H 1.2511 2.6660 -2.1921  0.265
H 2.8234 1.6943 -1.6924  -0.013
H -0.6721 -0.8833 1.3245  0.256
H -2.8984 0.7665 0.7922  0.263
H -1.8948 1.1054 -0.7470  0.228
H -2.7496 -1.7449 0.3554  0.245
H -1.4686 -1.5294 -0.9648  0.235
Ag 4.1368 1.8070 -2.4769  0.972

Computed properties:
- F_max: 7.59 eV/A
- 2S+1: 2
- Charge: +1
- M: 346.10 Da
- ΔE to the lowest compared entry with this formula, charge and spin: 3.833 eV
- Expectation value of S²: 0.761
- Frontier orbital gap (spin up / spin down): 5.95 / 5.44 eV
- Electronic energy: -1041.30288 Eh



# 2
The following is a DFT calculation (ωB97M-V with the def2-TZVPD basis set) of C24H36N9PTeTl as an isolated structure.

Each line ends with the Löwdin charge.
Element x y z (Å)
Tl 1.1093 1.3077 2.0515  0.669
N 2.5003 3.2780 1.1386  -0.071
C 2.8927 4.1201 2.2771  -0.248
C 3.6043 3.2780 3.3275  -0.207
N 2.7865 2.1651 3.8278  -0.172
C 2.2334 2.3456 5.1679  -0.222
C 1.1390 3.4022 5.2000  -0.261
N 0.0395 3.0486 4.2957  -0.037
H 2.0654 3.8311 0.4088  0.088
H 3.3130 2.8187 0.7376  0.067
H 3.5516 4.9418 1.9810  0.121
H 1.9845 4.5565 2.6953  0.100
H 4.5155 2.8658 2.8906  0.122
H 3.9119 3.9295 4.1521  0.125
H 3.3266 1.3101 3.7618  0.072
H 1.8207 1.3863 5.4918  0.121
H 3.0089 2.6245 5.8916  0.124
H 0.8172 3.5348 6.2373  0.118
H 1.5497 4.3610 4.8789  0.105
H -0.5370 2.3255 4.7129  0.070
H -0.5699 3.8438 4.1462  0.080
C 0.0408 -4.1319 -1.4471  -0.111
N -0.7044 -2.9161 -0.8910  -0.056
C -1.8288 -3.3930 0.0106  -0.114
N -1.3305 -4.2366 1.0485  -0.146
C -0.6339 -5.3791 0.4567  -0.162
N 0.4814 -4.9820 -0.3931  -0.144
C 1.5761 -4.3778 0.3725  -0.314
P 1.0834 -2.8263 1.2688  1.035
C 0.2290 -2.0056 -0.1542  -0.320
C -0.4834 -3.5119 2.0112  -0.318
H 0.8811 -3.7458 -2.0237  0.115
H -0.6715 -4.6464 -2.0935  0.143
H -1.1103 -2.3987 -1.6776  0.101
H -2.5260 -3.9404 -0.6251  0.145
H -2.3151 -2.5035 0.4124  0.145
H -1.3486 -5.9470 -0.1424  0.136
H -0.2616 -6.0199 1.2542  0.136
H 2.3977 -4.1375 -0.3019  0.075
H 1.9424 -5.1016 1.1026  0.094
H 0.9693 -1.6609 -0.8719  0.036
H -0.3529 -1.1568 0.2127  0.037
H -1.0650 -2.6964 2.4472  0.090
H -0.2293 -4.1912 2.8267  0.092
N 3.5664 0.4074 1.5224  0.031
C 3.8079 -0.0255 0.4625  -0.406
N 4.1407 -0.4347 -0.7148  0.076
C 3.4094 -1.3051 -1.3597  -0.378
N 2.7964 -2.0793 -1.9767  0.115
Te -1.4861 1.4223 -1.1680  1.262
C -2.8051 2.5960 -2.3213  -0.561
C -4.1467 2.6858 -1.9676  -0.153
C -5.0130 3.4511 -2.7379  -0.080
C -4.5415 4.1174 -3.8590  -0.074
C -3.2011 4.0270 -4.2106  -0.076
C -2.3289 3.2729 -3.4399  -0.142
C -1.3761 -0.1757 -2.5570  -0.562
C -2.5192 -0.9065 -2.8828  -0.150
C -2.4379 -1.9704 -3.7744  -0.085
C -1.2106 -2.3276 -4.3256  -0.082
C -0.0686 -1.6065 -3.9989  -0.079
C -0.1541 -0.5242 -3.1287  -0.156
H -4.5171 2.1612 -1.0961  0.088
H -6.0567 3.5229 -2.4614  0.108
H -5.2185 4.7104 -4.4597  0.109
H -2.8319 4.5485 -5.0839  0.109
H -1.2827 3.2108 -3.7110  0.095
H -3.4755 -0.6357 -2.4509  0.102
H -3.3329 -2.5198 -4.0388  0.111
H -1.1478 -3.1579 -5.0171  0.112
H 0.8896 -1.8750 -4.4253  0.112
H 0.7386 0.0421 -2.8925  0.096

Computed properties:
- F_max: 0.20 eV/A
- Charge: +1
- M: 813.57 Da
- ΔE to the lowest compared entry with this formula, charge and spin: 0.000 eV
- Frontier orbital gap: 8.53 eV
- Electronic energy: -2210.56456 Eh



> The highest F_max belongs to which entry?

C10H15AgF3NO2



> Which value of electronic energy does entry 1 give?

-1041.30288 Eh



> What is the formula in the first record?

C10H15AgF3NO2



> The lowest electronic energy belongs to which entry?

C24H36N9PTeTl